Record 1
C24H36BF17NO10P | ωB97M-V with the def2-TZVPD basis set

Frontier orbital gap: 8.1713 eV
Structure (SMILES): CCOB(O)[PH2](CCOCC(F)(F)C(F)(F)C(F)(F)C(F)F)CCC(N)=O.CCOC(=O)C(F)(F)F.CCOC(=O)C(F)(F)F.CCOC(=O)C(F)(F)F
E_HOMO: -0.300 Ha
Charge: 0

Last column: Löwdin charge in e.
Atoms and positions in Å:
C 1.046 3.614 -1.282  -0.087
C 0.464 2.771 0.019  -0.225
O -0.603 1.814 -0.311  -0.065
B -0.063 0.506 -0.750  -0.523
O 1.388 0.393 -1.123  -0.006
P -1.187 -1.056 -0.906  0.814
C -0.791 -1.244 -2.804  -0.319
C -1.221 -2.808 -3.204  -0.240
O -0.066 -3.688 -3.440  -0.179
C -0.167 -4.965 -2.731  -0.094
C 0.872 -5.198 -1.494  -0.149
F 0.076 -5.116 -0.225  -0.019
F 1.312 -6.639 -1.616  -0.008
C 2.122 -4.162 -1.383  -0.070
F 1.716 -2.710 -1.280  0.018
F 2.935 -4.335 -2.644  0.025
C 3.157 -4.400 -0.139  -0.120
F 3.165 -5.748 0.456  0.036
F 4.563 -4.120 -0.614  0.010
C 2.931 -3.340 1.134  -0.070
F 3.562 -2.011 0.897  -0.032
F 1.521 -3.275 1.596  -0.027
C -1.583 -0.994 1.000  -0.378
C -2.949 -1.882 1.274  -0.169
C -3.007 -2.515 2.807  -0.281
N -1.736 -2.774 3.607  0.040
O -4.168 -2.844 3.427  -0.083
H 0.381 3.513 -2.239  0.075
H 1.121 4.751 -0.935  0.091
H 2.136 3.285 -1.556  0.084
H -0.030 3.587 0.734  0.137
H 1.355 2.312 0.647  0.126
H 1.924 0.397 -0.275  0.106
H -2.621 -0.890 -1.172  0.060
H -0.755 -2.421 -0.680  0.031
H -1.540 -0.485 -3.339  0.102
H 0.325 -1.001 -3.058  0.095
H -1.812 -2.744 -4.229  0.134
H -1.949 -3.155 -2.356  0.097
H -1.253 -5.219 -2.322  0.160
H 0.053 -5.815 -3.540  0.166
H 3.544 -3.826 2.036  0.187
H -1.691 0.102 1.397  0.091
H -0.678 -1.587 1.501  0.082
H -3.943 -1.288 0.998  0.121
H -2.932 -2.807 0.527  0.113
H -1.812 -3.693 4.096  0.085
H -1.588 -1.994 4.288  0.092
C -6.902 -0.355 4.394  -0.059
C -5.981 0.305 3.383  -0.210
O -6.689 1.280 2.600  0.011
C -6.962 2.467 3.226  -0.325
O -6.638 2.721 4.385  0.139
C -7.685 3.427 2.285  -0.473
F -8.745 2.846 1.652  0.140
F -6.865 3.897 1.301  0.142
F -8.182 4.525 2.922  0.140
H -7.772 -0.790 3.891  0.086
H -6.377 -1.141 4.942  0.081
H -7.286 0.370 5.119  0.075
H -5.606 -0.452 2.686  0.104
H -5.106 0.759 3.864  0.129
C 3.527 4.929 -7.512  -0.066
C 3.667 4.450 -6.078  -0.208
O 2.385 4.128 -5.514  0.009
C 1.831 2.945 -5.924  -0.320
O 2.366 2.179 -6.724  0.144
C 0.492 2.700 -5.234  -0.463
F -0.336 3.783 -5.294  0.144
F 0.642 2.409 -3.910  0.114
F -0.205 1.661 -5.775  0.142
H 2.833 5.774 -7.567  0.084
H 4.495 5.235 -7.915  0.083
H 3.120 4.144 -8.158  0.076
H 4.090 5.256 -5.467  0.126
H 4.349 3.595 -5.998  0.128
C 4.307 -1.143 3.999  -0.067
C 4.968 0.003 3.253  -0.205
O 4.338 1.255 3.570  0.010
C 4.647 1.787 4.794  -0.323
O 5.409 1.256 5.600  0.143
C 3.945 3.128 4.999  -0.472
F 2.614 3.076 4.706  0.139
F 4.471 4.108 4.211  0.143
F 4.032 3.583 6.281  0.143
H 3.231 -1.163 3.794  0.083
H 4.744 -2.100 3.706  0.077
H 4.419 -1.033 5.083  0.078
H 4.847 -0.150 2.175  0.113
H 6.045 0.052 3.452  0.131

Atoms 1-3, force components in eV/Å:
C 0.4 0.4 0.6
C 0.4 2.3 0.5
O 3.0 -2.8 -0.6

---

Record 2
C24H36Cl2O2P2RuSSbSe4 | ωB97M-V with the def2-TZVPD basis set

Frontier orbital gap (spin up / spin down): 5.1409 / 5.3885 eV
Relative energy (zero: lowest compared OMol25 entry of this formula, charge and spin): 3.662 eV
E_HOMO (spin up / spin down): -0.050 / -0.057 Ha
Charge: -2
Spin multiplicity: 2

Last column: Löwdin charge in e.
Atoms and positions in Å:
Ru -0.246 -0.275 0.256  0.118
Cl 1.649 0.973 1.030  0.760
C 1.227 1.636 2.590  -0.591
C 2.080 2.562 3.160  -0.123
C 1.729 3.154 4.364  -0.116
C 0.523 2.820 4.961  -0.144
C -0.310 1.884 4.374  -0.687
Cl -1.828 1.537 5.154  0.623
C 0.015 1.228 3.172  -0.683
S -1.029 0.015 2.475  0.606
H 3.000 2.819 2.652  0.102
H 2.383 3.882 4.825  0.091
H 0.218 3.290 5.886  0.091
C -2.212 2.648 1.029  -0.226
P -2.077 1.293 -0.209  0.742
C -3.213 1.951 -1.513  -0.187
C -3.506 0.193 0.485  -0.380
C -4.643 0.565 1.198  -0.105
C -5.659 -0.349 1.447  -0.106
C -5.566 -1.652 0.975  -0.111
C -4.435 -2.050 0.272  -0.092
C -3.416 -1.130 0.038  -0.369
P -1.811 -1.508 -0.747  0.644
C -1.796 -3.330 -0.863  -0.266
C -2.013 -1.150 -2.545  -0.277
H -2.901 3.410 0.651  0.046
H -1.242 3.109 1.193  0.031
H -2.590 2.268 1.977  0.006
H -4.228 1.970 -1.115  0.042
H -3.202 1.343 -2.418  0.035
H -2.888 2.952 -1.767  0.010
H -4.745 1.581 1.567  0.096
H -6.536 -0.038 2.004  0.090
H -6.365 -2.361 1.159  0.088
H -4.358 -3.064 -0.101  0.089
H -2.601 -3.655 -1.527  0.044
H -1.916 -3.772 0.127  0.043
H -0.846 -3.664 -1.284  -0.007
H -3.073 -1.187 -2.811  0.046
H -1.466 -1.903 -3.109  0.033
H -1.601 -0.169 -2.771  0.012
C 0.703 4.084 -0.775  -0.051
C 0.125 3.056 -1.753  -0.699
C -0.776 3.798 -2.749  -0.064
C 1.251 2.356 -2.511  -0.054
O -0.569 2.043 -1.052  -0.448
H 1.277 4.838 -1.324  0.076
H 1.371 3.607 -0.057  0.054
H -0.100 4.587 -0.231  0.071
H -0.186 4.525 -3.316  0.076
H -1.566 4.338 -2.222  0.064
H -1.236 3.097 -3.448  0.080
H 1.878 3.069 -3.058  0.079
H 0.830 1.638 -3.217  0.079
H 1.884 1.800 -1.820  0.048
C 1.977 -4.491 1.756  -0.164
C 3.275 -3.755 1.393  -0.157
C 2.890 -2.269 1.465  -0.237
O 1.488 -2.195 1.775  -0.254
C 0.930 -3.452 1.392  -0.258
H 1.924 -4.712 2.826  0.101
H 1.843 -5.400 1.169  0.099
H 3.591 -4.024 0.385  0.071
H 4.085 -3.983 2.088  0.099
H 3.072 -1.761 0.515  0.030
H 3.418 -1.718 2.247  0.111
H 0.777 -3.478 0.310  0.033
H -0.035 -3.556 1.890  0.116
Se 1.977 -4.984 -2.493  -0.308
Sb 2.421 -2.593 -2.868  -0.182
Se 0.979 -1.286 -1.277  0.109
Se 3.850 -2.800 -5.118  -0.294
Se 4.796 -2.283 -2.201  -0.245

Atoms 1-3, force components in eV/Å:
Ru -4.2 1.6 2.0
Cl 0.6 0.5 0.4
C -0.2 0.0 0.0

---

Record 3
C24H36F2IrN3OS2 | ωB97M-V with the def2-TZVPD basis set

Frontier orbital gap: 8.1580 eV
Relative energy (zero: lowest compared OMol25 entry of this formula, charge and spin): 0.396 eV
E_HOMO: -0.522 Ha
Charge: +2

Last column: Löwdin charge in e.
Atoms and positions in Å:
Ir 1.848 0.325 -0.609  1.011
F 0.543 -0.389 4.504  0.110
C 0.817 0.470 3.526  -0.263
C 1.116 -0.045 2.270  -0.049
C 1.399 0.843 1.244  -0.255
C 1.394 2.228 1.469  -0.098
C 1.084 2.676 2.751  -0.191
F 1.065 3.985 2.997  0.119
C 0.790 1.822 3.795  0.106
C 1.732 3.052 0.313  -0.170
C 1.838 4.436 0.248  0.045
C 2.188 5.037 -0.948  0.004
C 2.433 4.257 -2.071  -0.011
C 2.316 2.891 -1.955  -0.090
N 1.977 2.313 -0.795  -0.116
H 1.119 -1.121 2.144  0.111
H 0.556 2.202 4.779  0.152
H 1.648 5.029 1.127  0.124
H 2.271 6.113 -1.004  0.132
H 2.707 4.694 -3.020  0.127
H 2.488 2.229 -2.794  0.127
C 6.075 -1.737 -1.113  -0.104
C 5.978 -1.323 0.343  -0.368
S 4.337 -0.832 0.884  1.044
O 3.893 0.152 -0.232  -0.643
C 3.368 -2.346 0.540  -0.334
C 2.311 -2.124 -0.532  -0.163
H 7.125 -1.886 -1.363  0.097
H 5.684 -0.961 -1.768  0.079
H 5.560 -2.676 -1.314  0.077
H 6.592 -0.448 0.568  0.103
H 6.270 -2.110 1.043  0.109
H 2.921 -2.637 1.489  0.092
H 4.048 -3.138 0.231  0.097
H 1.445 -1.451 -0.182  0.010
H 1.724 -3.034 -0.670  0.119
H 2.735 -1.882 -1.505  0.092
C -3.563 0.209 -4.394  -0.103
C -4.787 -0.304 -3.636  -0.243
C -4.579 -0.578 -2.148  -0.187
C -3.558 -1.663 -1.814  -0.139
N -2.170 -1.170 -1.938  0.045
C -1.359 -0.686 -1.012  -0.689
S -0.235 0.535 -1.581  0.722
N -1.355 -1.011 0.270  0.044
C -2.065 -2.078 0.993  -0.157
C -3.265 -1.561 1.776  -0.191
C -2.872 -0.583 2.881  -0.270
C -4.079 -0.077 3.658  -0.093
H -3.852 0.604 -5.366  0.083
H -2.838 -0.585 -4.602  0.068
H -3.061 1.015 -3.852  0.074
H -5.155 -1.215 -4.115  0.116
H -5.592 0.426 -3.728  0.115
H -5.531 -0.897 -1.718  0.122
H -4.297 0.342 -1.624  0.121
H -3.657 -2.517 -2.486  0.139
H -3.715 -2.024 -0.807  0.083
H -1.932 -0.865 -2.872  0.085
H -0.780 -0.410 0.845  0.078
H -1.337 -2.500 1.691  0.127
H -2.316 -2.869 0.290  0.120
H -3.778 -2.421 2.213  0.133
H -3.978 -1.079 1.100  0.112
H -2.340 0.272 2.447  0.102
H -2.172 -1.078 3.563  0.110
H -4.775 0.450 3.003  0.081
H -3.782 0.610 4.450  0.078
H -4.619 -0.903 4.122  0.083

Atoms 1-3, force components in eV/Å:
Ir -0.1 -0.1 0.0
F 0.0 0.0 0.0
C 0.0 0.0 0.0